1 | Below is a cluster of 2 separate species, C3H9NS in total, with properties calculated with ωB97M-V with the def2-TZVPD basis set.

Structure (XYZ):
```
14
Properties=species:S:1:pos:R:3:lowdin_charge:R:1
C 0.201 0.146 1.331 -0.24
C 0.589 0.970 2.286 0.05
N 1.114 -0.720 0.608 -0.03
H -0.825 0.008 1.007 0.10
H -0.085 1.631 2.813 0.07
H 1.642 1.168 2.461 0.08
H 2.030 -0.297 0.513 0.11
H 1.184 -1.633 1.045 0.12
H 0.386 -1.004 -0.779 -0.09
C -1.352 0.059 -2.251 -0.36
S -0.085 -1.207 -2.129 1.02
H -2.224 -0.218 -1.656 0.07
H -0.905 1.009 -1.957 0.06
H -1.669 0.088 -3.292 0.05
```

## Properties
Multiplicity   2
Charge   +1
LUMO level (alpha / beta)   -3.129 / -8.077 eV
HOMO level (alpha / beta)   -13.84 / -13.81 eV


2 | Below is a cluster of 2 separate species, C3H9NS in total, with properties calculated with ωB97M-V with the def2-TZVPD basis set.

Structure (XYZ):
```
14
Properties=species:S:1:pos:R:3:lowdin_charge:R:1
C 3.326 0.163 -0.529 -0.13
N 2.458 -0.625 -1.008 0.00
H 4.368 -0.129 -0.640 0.07
H 3.094 1.158 -0.139 0.06
H 1.606 -0.134 -1.285 0.01
C -1.995 -1.392 0.476 -0.25
S -2.564 0.239 1.067 1.13
C -1.326 1.273 0.299 -0.31
H -0.932 -1.248 0.293 0.06
H -2.618 -1.623 -0.393 0.08
H -2.203 -2.073 1.295 0.06
H -1.571 2.334 0.277 0.07
H -0.488 1.150 0.996 0.08
H -1.155 0.906 -0.709 0.07
```

## Properties
Multiplicity   2
Charge   +1
LUMO level (alpha / beta)   -3.663 / -8.595 eV
HOMO level (alpha / beta)   -12.74 / -12.74 eV


Which of them is least stable? Easy: 2.


1 | Below is a cluster of 2 separate species, C3H8NS in total, with properties calculated with ωB97M-V with the def2-TZVPD basis set.

Structure (XYZ):
```
13
Properties=species:S:1:pos:R:3:lowdin_charge:R:1
C 0.519 -0.436 -2.596 -0.75
S 0.928 0.951 -1.461 0.04
H -0.618 -0.780 -2.553 0.02
H 0.849 -0.257 -3.641 -0.03
H 1.138 -1.262 -2.070 -0.02
C -0.920 -0.933 3.110 -0.14
C -0.385 -0.486 2.009 -0.37
N -1.025 0.209 0.950 -0.03
H -1.789 -0.313 3.632 0.06
H -0.615 -1.966 3.678 0.07
H 0.615 -0.895 1.717 0.10
H -2.013 -0.047 0.833 0.06
H -0.531 -0.025 -0.009 -0.02
```

## Properties
Charge   -1
LUMO level   3.974 eV
HOMO level   -2.41 eV


2 | Below is a cluster of 2 separate species, C3H8NS in total, with properties calculated with ωB97M-V with the def2-TZVPD basis set.

Structure (XYZ):
```
13
Properties=species:S:1:pos:R:3:lowdin_charge:R:1
C 1.819 -1.387 0.180 -0.75
S 1.822 0.434 0.150 0.04
H 2.797 -1.813 -0.075 -0.02
H 1.523 -1.772 1.163 -0.02
H 1.133 -1.862 -0.543 -0.01
C -2.676 0.296 0.701 -0.06
C -1.590 -0.067 -0.005 -0.35
N -1.285 0.357 -1.281 0.01
H -3.241 1.152 0.355 0.02
H -2.779 -0.058 1.709 0.02
H -0.825 -0.698 0.422 0.06
H -1.525 1.306 -1.526 0.07
H -0.289 0.240 -1.458 0.00
```

## Properties
Charge   -1
LUMO level   4.148 eV
HOMO level   -2.45 eV


3 | Below is a cluster of 2 separate species, C3H8NS in total, with properties calculated with ωB97M-V with the def2-TZVPD basis set.

Structure (XYZ):
```
13
Properties=species:S:1:pos:R:3:lowdin_charge:R:1
S 0.319 -1.107 -3.301 -0.17
H -0.939 -1.358 -3.697 -0.45
C -0.481 0.604 1.754 -0.09
C 0.216 0.249 0.468 -0.52
C 1.446 -0.289 0.433 -0.01
N -0.549 0.443 -0.659 0.04
H -1.419 0.050 1.837 0.07
H -0.755 1.660 1.762 0.07
H 0.132 0.378 2.618 0.06
H 1.813 -0.696 -0.496 0.02
H 2.043 -0.418 1.323 0.02
H -1.537 0.551 -0.506 0.07
H -0.290 -0.065 -1.536 -0.11
```

## Properties
Charge   -1
LUMO level   3.757 eV
HOMO level   -2.88 eV


4 | Below is a cluster of 2 separate species, C3H8NS in total, with properties calculated with ωB97M-V with the def2-TZVPD basis set.

Structure (XYZ):
```
13
Properties=species:S:1:pos:R:3:lowdin_charge:R:1
C -1.765 2.253 0.093 -0.67
S -1.920 0.359 0.023 0.00
H -2.292 2.542 -0.773 -0.07
H -2.229 2.913 0.902 0.01
H -0.728 2.387 -0.155 -0.05
C 0.665 -2.029 0.445 -0.29
C 1.869 -0.484 -0.687 -0.07
N 1.731 -1.807 -0.463 -0.12
H 0.519 -1.247 1.272 0.07
H 0.863 -2.778 1.166 0.03
H -0.319 -2.113 -0.091 0.06
H 2.622 -0.158 -1.486 0.06
H 0.984 0.161 -0.247 0.05
```

## Properties
Charge   -1
LUMO level   4.183 eV
HOMO level   -2.33 eV


Which of them is least stable? Easy: 4.


1 | Below is a structure of composition C2H4I2, with properties calculated with ωB97M-V with the def2-TZVPD basis set.

Structure (XYZ):
```
8
Properties=species:S:1:pos:R:3:lowdin_charge:R:1
C -0.021 -0.002 0.326 -0.33
C 1.343 -0.029 -0.169 -1.48
I 2.266 -1.892 -0.098 0.78
I 2.483 1.679 0.076 0.79
H -0.159 -0.171 1.379 0.07
H -0.534 0.892 0.146 0.05
H -0.663 -0.762 -0.121 0.08
H 1.272 0.118 -1.401 0.04
```

## Properties
Charge   0
LUMO level   0.112 eV
HOMO level   -9.28 eV


2 | Below is a structure of composition C2H4I2, with properties calculated with ωB97M-V with the def2-TZVPD basis set.

Structure (XYZ):
```
8
Properties=species:S:1:pos:R:3:lowdin_charge:R:1
C -1.548 -0.255 -0.732 -0.23
C 1.390 0.011 1.121 -1.12
I 0.160 1.390 0.003 1.01
I 3.275 -0.462 0.150 0.48
H -2.720 -0.295 -0.442 0.07
H -1.262 0.099 -1.769 -0.03
H -0.873 -1.056 -0.347 -0.02
H 1.579 0.568 2.016 -0.16
```

## Properties
Charge   0
LUMO level (alpha / beta)   -1.219 / -1.215 eV
HOMO level (alpha / beta)   -7.54 / -7.54 eV


Which of them is least stable? Easy: 2.


1 | Below is a cluster of 8 separate species, C32H40N8 in total, with properties calculated with ωB97M-V with the def2-TZVPD basis set.

Structure (XYZ):
```
80
Properties=species:S:1:pos:R:3:lowdin_charge:R:1
C 5.275 0.622 6.071 -0.13
C 6.148 0.228 5.020 -0.11
C 7.116 -0.541 5.638 -0.14
N 6.884 -0.596 7.024 0.00
C 5.679 0.046 7.278 -0.13
H 4.352 1.123 5.820 0.08
H 5.984 0.403 3.967 0.09
H 7.914 -1.145 5.232 0.10
H 7.430 -1.154 7.665 0.14
H 5.248 0.030 8.267 0.10
C -2.672 -2.444 -5.489 -0.14
C -1.506 -2.831 -6.153 -0.13
C -0.901 -1.691 -6.612 -0.16
N -1.613 -0.606 -6.177 0.01
C -2.775 -1.079 -5.508 -0.11
H -3.321 -3.167 -5.018 0.09
H -1.231 -3.873 -6.212 0.09
H 0.006 -1.587 -7.189 0.10
H -1.247 0.335 -6.218 0.14
H -3.571 -0.427 -5.179 0.10
C 1.062 -0.250 0.538 -0.10
C 2.152 -0.580 -0.307 -0.12
C 1.583 -0.820 -1.514 -0.20
N 0.253 -0.637 -1.505 0.00
C -0.147 -0.273 -0.254 -0.11
H 1.075 -0.147 1.613 0.08
H 3.170 -0.693 0.037 0.09
H 2.000 -1.231 -2.421 0.11
H -0.296 -0.754 -2.345 0.15
H -1.188 -0.124 -0.005 0.10
C -4.719 2.473 -2.251 -0.12
C -3.558 2.967 -2.928 -0.07
C -4.164 3.410 -4.153 -0.16
N -5.498 3.209 -4.171 -0.02
C -5.890 2.683 -3.013 -0.15
H -4.598 1.968 -1.304 0.08
H -2.525 2.989 -2.613 0.08
H -3.587 3.835 -4.961 0.09
H -6.146 3.381 -4.927 0.16
H -6.940 2.460 -2.889 0.11
C 6.378 1.574 -6.611 -0.10
C 5.401 0.874 -5.778 -0.09
C 5.690 1.334 -4.526 -0.19
N 6.662 2.276 -4.520 -0.02
C 7.186 2.415 -5.799 -0.11
H 6.535 1.348 -7.656 0.08
H 4.629 0.194 -6.107 0.09
H 5.154 1.293 -3.589 0.11
H 7.037 2.771 -3.724 0.15
H 7.997 3.112 -5.952 0.10
C -6.466 1.532 2.962 -0.08
C -6.983 1.870 4.242 -0.12
C -7.238 0.700 4.954 -0.16
N -6.750 -0.316 4.248 -0.02
C -6.174 0.147 3.117 -0.15
H -6.239 2.093 2.067 0.08
H -7.151 2.878 4.592 0.08
H -7.747 0.489 5.883 0.11
H -6.730 -1.289 4.516 0.16
H -5.670 -0.514 2.427 0.10
C 0.113 -7.130 -0.629 -0.13
C 0.703 -6.938 0.601 -0.12
C 1.455 -5.790 0.476 -0.17
N 1.361 -5.287 -0.752 0.00
C 0.514 -6.097 -1.487 -0.12
H -0.542 -7.935 -0.927 0.09
H 0.674 -7.569 1.477 0.09
H 1.987 -5.170 1.182 0.11
H 1.787 -4.420 -1.050 0.15
H 0.410 -5.954 -2.553 0.10
C -1.309 2.317 4.892 -0.14
C -1.891 2.679 6.136 -0.09
C -1.109 3.784 6.588 -0.14
N -0.130 4.049 5.669 -0.01
C -0.174 3.048 4.680 -0.13
H -1.815 1.572 4.296 0.09
H -2.743 2.298 6.679 0.08
H -1.207 4.389 7.477 0.10
H 0.525 4.818 5.681 0.14
H 0.637 3.041 3.966 0.10
```

## Properties
SMILES   c1cc[nH]c1.c1cc[nH]c1.c1cc[nH]c1.c1cc[nH]c1.c1cc[nH]c1.c1cc[nH]c1.c1cc[nH]c1.c1cc[nH]c1
Charge   0
LUMO level   0.401 eV
HOMO level   -7.92 eV


2 | Below is a cluster of 8 separate species, C32H40N8 in total, with properties calculated with ωB97M-V with the def2-TZVPD basis set.

Structure (XYZ):
```
80
Properties=species:S:1:pos:R:3:lowdin_charge:R:1
C -2.441 15.740 -4.886 -0.14
C -1.883 15.589 -6.151 -0.12
C -2.571 16.444 -7.002 -0.13
N -3.657 16.900 -6.308 0.04
C -3.566 16.513 -4.993 -0.14
H -2.110 15.268 -3.973 0.09
H -1.119 14.890 -6.455 0.09
H -2.394 16.771 -8.011 0.10
H -4.279 17.615 -6.663 0.10
H -4.247 16.769 -4.204 0.09
C -11.577 18.773 -3.551 -0.10
C -10.679 19.855 -3.414 -0.10
C -9.849 19.552 -2.362 -0.16
N -10.332 18.453 -1.715 0.01
C -11.404 17.980 -2.432 -0.14
H -12.302 18.587 -4.323 0.09
H -10.524 20.658 -4.118 0.08
H -9.045 20.118 -1.916 0.09
H -9.828 18.040 -0.955 0.14
H -11.845 17.023 -2.199 0.10
C -0.933 19.617 -4.042 -0.12
C -1.460 19.029 -2.860 -0.11
C -1.481 20.021 -1.904 -0.13
N -0.934 21.159 -2.455 0.01
C -0.602 20.908 -3.757 -0.15
H -0.868 19.005 -4.929 0.10
H -1.749 18.001 -2.722 0.09
H -1.808 20.038 -0.877 0.11
H -0.723 22.000 -1.954 0.14
H -0.081 21.628 -4.366 0.10
C -6.312 20.067 -4.133 -0.13
C -6.096 21.337 -4.731 -0.10
C -4.729 21.543 -4.712 -0.14
N -4.120 20.426 -4.186 0.05
C -5.095 19.521 -3.896 -0.16
H -7.283 19.655 -3.907 0.09
H -6.803 22.101 -5.010 0.08
H -4.050 22.378 -4.813 0.11
H -3.150 20.359 -3.920 0.08
H -4.857 18.572 -3.448 0.09
C -10.372 23.164 -7.027 -0.12
C -9.412 22.419 -6.312 -0.12
C -8.581 21.801 -7.246 -0.11
N -9.259 21.910 -8.433 -0.01
C -10.340 22.734 -8.350 -0.13
H -11.069 23.865 -6.595 0.09
H -9.271 22.576 -5.253 0.08
H -7.637 21.290 -7.305 0.08
H -8.814 21.680 -9.305 0.14
H -10.875 23.032 -9.234 0.10
C -1.795 21.411 -7.813 -0.09
C -1.415 20.608 -8.945 -0.10
C -0.083 20.855 -9.182 -0.13
N 0.271 21.921 -8.414 0.00
C -0.728 22.222 -7.532 -0.14
H -2.757 21.384 -7.330 0.07
H -2.075 19.878 -9.380 0.06
H 0.551 20.444 -9.948 0.11
H 1.132 22.424 -8.519 0.15
H -0.625 23.045 -6.845 0.11
C -6.498 18.978 -7.370 -0.14
C -6.873 18.226 -8.496 -0.10
C -5.798 18.225 -9.377 -0.12
N -4.844 19.050 -8.839 0.02
C -5.315 19.583 -7.654 -0.15
H -7.095 19.113 -6.485 0.09
H -7.758 17.626 -8.634 0.09
H -5.703 17.600 -10.247 0.10
H -3.972 19.347 -9.230 0.10
H -4.741 20.356 -7.171 0.09
C -5.884 21.518 -0.602 -0.11
C -6.773 20.643 0.046 -0.12
C -6.934 21.109 1.307 -0.14
N -6.077 22.170 1.504 0.00
C -5.461 22.470 0.282 -0.12
H -5.509 21.281 -1.589 0.08
H -7.194 19.783 -0.448 0.08
H -7.557 20.815 2.138 0.11
H -5.820 22.585 2.377 0.13
H -4.612 23.130 0.240 0.10
```

## Properties
SMILES   c1cc[nH]c1.c1cc[nH]c1.c1cc[nH]c1.c1cc[nH]c1.c1cc[nH]c1.c1cc[nH]c1.c1cc[nH]c1.c1cc[nH]c1
Charge   0
LUMO level   0.554 eV
HOMO level   -7.83 eV


Which of them is least stable? Easy: 1.